No. 1
A molecular structure, C28H35N5NiP2S, computed with the ωB97M-V functional and the def2-TZVPD basis.

Element x y z (Å)
Ni (2.03378, 0.18305, -0.48142)
C (0.30550, 1.71086, 5.26304)
C (0.66593, 0.65387, 4.52050)
C (-0.12640, 0.11750, 3.36463)
C (-0.20058, 1.11434, 2.16301)
C (-0.97330, 2.38733, 2.06303)
C (-1.82556, 2.96482, 2.89954)
C (-2.15152, 2.35814, 4.20536)
C (-1.02861, 2.41559, 5.27621)
C (2.69754, 2.08249, 0.05101)
H (0.95262, 2.01760, 6.11681)
H (1.60441, 0.12288, 4.73035)
H (-1.10821, -0.29246, 3.63892)
H (0.50396, -0.69938, 2.93584)
H (0.85461, 1.24381, 1.83100)
H (-0.61951, 0.49121, 1.36162)
H (-0.88711, 2.85554, 1.07449)
H (-2.27054, 3.93393, 2.64480)
H (-2.40428, 1.30222, 4.08295)
H (-3.03777, 2.90256, 4.56225)
H (-0.78171, 3.47514, 5.38037)
H (-1.49418, 2.12208, 6.23491)
H (2.21158, 2.54543, 0.92655)
H (2.53834, 2.71433, -0.82837)
H (3.77152, 2.03201, 0.32466)
P (0.61805, 0.89671, -1.87448)
P (1.00903, -1.99909, -0.26823)
N (-1.01761, 2.01808, -1.92288)
N (0.89522, 1.21553, -3.49419)
N (-0.75764, -2.46558, 0.25269)
N (1.32483, -3.87238, -0.52086)
C (-0.38568, -0.57760, -2.07879)
C (0.48745, -1.79973, -1.96047)
C (-1.15181, 3.31840, -1.47493)
C (-2.39818, 3.83112, -1.87411)
C (-3.04925, 2.81023, -2.61733)
C (-2.17627, 1.71691, -2.61762)
C (2.11243, 1.68240, -3.98162)
C (2.03732, 1.68652, -5.36358)
C (0.74742, 1.19532, -5.74831)
C (0.06825, 0.90770, -4.58242)
C (-1.10913, -2.63421, 1.58619)
C (-2.45291, -2.94073, 1.70526)
C (-2.97093, -3.02503, 0.37790)
C (-1.91247, -2.72820, -0.49358)
C (0.48028, -4.93958, -0.84766)
C (1.22289, -6.04164, -1.26522)
C (2.59475, -5.63496, -1.22227)
C (2.61582, -4.31729, -0.77965)
H (-0.90211, -0.63885, -3.03982)
H (-1.14492, -0.45025, -1.29080)
H (-0.03661, -2.63661, -2.41162)
H (1.45485, -1.64775, -2.45503)
H (-0.35676, 3.77971, -0.88901)
H (-2.78746, 4.82152, -1.64617)
H (-4.01441, 2.82397, -3.11395)
H (-2.34818, 0.73129, -3.03287)
H (2.89914, 1.93502, -3.27895)
H (2.81433, 2.02047, -6.03557)
H (0.33429, 1.06973, -6.73732)
H (-0.90999, 0.46106, -4.46866)
H (-0.36291, -2.48504, 2.37646)
H (-2.97540, -3.07530, 2.67082)
H (-3.98035, -3.27501, 0.04295)
H (-1.94182, -2.67600, -1.56029)
H (-0.59881, -4.86006, -0.82400)
H (0.83927, -7.01118, -1.60387)
H (3.46015, -6.23607, -1.50090)
H (3.43924, -3.62150, -0.66149)
S (4.39528, 0.16018, 3.31589)
C (3.62890, -0.05918, 1.95001)
N (3.03192, -0.18795, 0.91829)

Multiplicity: 3
Relative energy (zero: lowest compared OMol25 entry of this formula, charge and spin) (kJ/mol): 226.5
Energy (Eh): -3950.6591
HOMO (spin up / spin down) (hartree): -0.28346 / -0.30786
Lowest unoccupied orbital energy (spin up / spin down) (eV): -1.424 / -2.067
Molecular weight (g/mol): 594.3
Frontier orbital gap (spin up / spin down) (eV): 6.3 / 6.3

The computed Löwdin charges, all in e, follow:
1 Ni 0.165
2 C -0.105
3 C -0.116
4 C -0.195
5 C -0.181
6 C -0.103
7 C -0.115
8 C -0.204
9 C -0.188
10 C -0.145
11 H 0.112
12 H 0.078
13 H 0.108
14 H 0.080
15 H 0.070
16 H 0.088
17 H 0.070
18 H 0.108
19 H 0.101
20 H 0.110
21 H 0.104
22 H 0.113
23 H 0.016
24 H -0.024
25 H 0.018
26 P 1.080
27 P 1.178
28 N -0.143
29 N -0.263
30 N -0.213
31 N -0.208
32 C -0.425
33 C -0.427
34 C -0.169
35 C -0.095
36 C -0.085
37 C -0.183
38 C -0.119
39 C -0.079
40 C -0.056
41 C -0.118
42 C -0.173
43 C -0.095
44 C -0.083
45 C -0.181
46 C -0.152
47 C -0.094
48 C -0.109
49 C -0.180
50 H 0.067
51 H 0.082
52 H 0.092
53 H 0.085
54 H 0.101
55 H 0.093
56 H 0.095
57 H 0.088
58 H 0.103
59 H 0.096
60 H 0.102
61 H 0.089
62 H 0.099
63 H 0.105
64 H 0.098
65 H 0.093
66 H 0.093
67 H 0.099
68 H 0.092
69 H 0.096
70 S 0.629
71 C -0.939
72 N -0.134

No. 2
C2H5NO in the gas phase, computed with the ωB97M-V functional and the def2-TZVPD basis.

Element x y z (Å)
C (0.97569, -0.43758, -0.07623)
C (0.12853, 0.73053, -0.06904)
N (-1.07789, 0.93494, -0.12025)
O (-1.69478, -0.47876, -0.15877)
H (1.97113, 0.04144, -0.24076)
H (0.81395, -0.74342, 0.94116)
H (0.57794, -1.21422, -0.82624)
H (0.66954, 1.66641, -0.01627)
H (-2.36411, -0.49935, 0.56641)

Multiplicity: 1
SMILES: C/C=N\O
Relative energy (zero: lowest compared OMol25 entry of this formula, charge and spin) (kJ/mol): 311.3
Energy (Eh): -209.1038
HOMO (hartree): -0.37640
Lowest unoccupied orbital energy (eV): 0.916
Molecular weight (g/mol): 59.1
Frontier orbital gap (eV): 11.2

The computed Löwdin charges, all in e, follow:
1 C -0.072
2 C -0.331
3 N 0.062
4 O -0.144
5 H 0.091
6 H 0.082
7 H 0.119
8 H 0.110
9 H 0.084

No. 3
14 unconnected molecules or ions with the total composition C14H52BNO13P, computed with the ωB97M-V functional and the def2-TZVPD basis.

Element x y z (Å)
O (-0.77984, -4.87220, 1.14820)
H (-1.56660, -4.38331, 1.21056)
H (-0.40840, 1.03002, 4.52905)
H (-0.15893, -4.35936, 1.64634)
O (-3.66117, 2.33574, 6.28747)
H (-3.72538, 1.57890, 5.63090)
H (-2.91941, 2.09678, 6.86253)
H (-2.63608, 3.44670, 3.84235)
O (1.26830, 1.31805, 1.31167)
H (1.23942, 0.45095, 0.96780)
H (-0.15211, -2.08126, 3.40144)
H (0.58541, 1.63692, 1.87304)
B (1.57024, -3.05449, 2.92980)
H (0.32163, -1.31461, -10.18739)
H (4.37604, 2.18189, -0.57049)
H (-3.24736, 3.46057, -7.45817)
H (1.94086, -0.74459, 7.60066)
P (-2.20091, 1.40810, 3.40420)
O (-0.85077, 1.85198, 4.14756)
O (-3.18140, 0.62656, 4.17547)
O (-1.76746, 0.72863, 2.10288)
O (-2.62964, 2.86272, 2.99974)
C (3.54238, -1.51869, 0.08581)
C (2.17101, -1.19258, -0.52216)
O (1.16898, -1.18505, 0.46007)
H (4.32751, -1.27957, -0.63707)
H (3.66992, -2.54361, 0.38252)
H (3.63923, -0.95134, 1.05431)
H (1.99694, -1.80335, -1.37199)
H (2.19651, -0.18093, -0.96037)
H (1.34372, -1.89957, 1.04636)
C (-2.77702, -2.84053, 4.37848)
C (-1.46479, -2.16671, 4.84330)
O (-0.82028, -1.49256, 3.86104)
H (-3.60678, -2.16629, 4.13913)
H (-3.15787, -3.28534, 5.30528)
H (-2.62245, -3.74879, 3.77822)
H (-0.91379, -2.90669, 5.41811)
H (-1.86564, -1.38211, 5.59751)
H (-1.44919, -0.22609, 2.39858)
C (3.01496, -0.27991, 4.88758)
C (2.08799, 0.85190, 5.32558)
O (0.76158, 0.33882, 5.71176)
H (3.99853, 0.09493, 4.61709)
H (2.58840, -0.81804, 3.99575)
H (3.15403, -0.93575, 5.69301)
H (1.88166, 1.62851, 4.54195)
H (2.38322, 1.36448, 6.23331)
H (0.75293, -0.67243, 5.55079)
C (3.01652, 4.44310, -1.81513)
C (1.84174, 3.42494, -1.69129)
O (2.18214, 2.12286, -1.33047)
H (3.66068, 4.15934, -2.65155)
H (3.58089, 4.54061, -0.83672)
H (2.62397, 5.39717, -2.09561)
H (1.33034, 3.30836, -2.60630)
H (1.08643, 3.85078, -1.05768)
H (2.06998, 1.88887, -0.37016)
C (-2.49717, -3.05940, -6.12707)
O (-1.24977, -2.47138, -6.29979)
C (-1.24142, -1.32926, -7.09393)
C (0.03804, -0.51951, -6.78271)
N (0.05249, -0.02222, -5.39952)
C (-0.69155, 1.18506, -5.11661)
C (-0.56656, 1.38133, -3.62119)
O (-1.39071, 0.37692, -3.02836)
C (-1.80570, 0.65569, -1.69075)
H (-2.99974, -3.29270, -7.10396)
H (-3.26503, -2.41619, -5.58713)
H (-2.27267, -3.97838, -5.54518)
H (-2.17513, -0.76726, -7.07485)
H (-1.22587, -1.53434, -8.18061)
H (0.02908, 0.34824, -7.51052)
H (0.85643, -1.17434, -6.90513)
H (-0.16456, -0.72075, -4.75597)
H (-1.75015, 1.13896, -5.30665)
H (-0.25952, 2.12028, -5.49733)
H (-0.99873, 2.37712, -3.38260)
H (0.40235, 1.29084, -3.11753)
H (-2.21421, -0.20183, -1.25419)
H (-2.51681, 1.50811, -1.65722)
H (-0.90389, 0.96160, -1.17590)

Multiplicity: 1
Energy (Eh): -1962.8677
HOMO (hartree): -0.14323
Lowest unoccupied orbital energy (eV): -2.644
Molecular weight (g/mol): 484.3
Frontier orbital gap (eV): 1.3
Net charge: -1

The computed Löwdin charges, all in e, follow:
1 O -0.019
2 H 0.009
3 H 0.052
4 H -0.054
5 O -0.111
6 H 0.006
7 H 0.031
8 H 0.142
9 O -0.026
10 H -0.038
11 H -0.060
12 H 0.014
13 B 0.407
14 H -0.100
15 H 0.094
16 H -0.197
17 H 0.015
18 P 0.223
19 O -0.139
20 O -0.258
21 O -0.106
22 O -0.110
23 C -0.079
24 C -0.281
25 O -0.103
26 H 0.078
27 H 0.048
28 H 0.092
29 H 0.106
30 H 0.101
31 H -0.044
32 C -0.082
33 C -0.374
34 O -0.177
35 H 0.072
36 H 0.068
37 H 0.065
38 H 0.109
39 H 0.142
40 H 0.136
41 C -0.104
42 C -0.293
43 O -0.247
44 H 0.078
45 H 0.045
46 H -0.009
47 H 0.115
48 H 0.084
49 H 0.075
50 C -0.104
51 C -0.335
52 O -0.192
53 H 0.063
54 H 0.066
55 H 0.047
56 H 0.075
57 H 0.107
58 H 0.035
59 C -0.140
60 O -0.192
61 C -0.276
62 C -0.185
63 N -0.045
64 C -0.216
65 C -0.232
66 O -0.215
67 C -0.083
68 H 0.091
69 H 0.101
70 H 0.092
71 H 0.110
72 H 0.055
73 H 0.125
74 H 0.086
75 H 0.075
76 H 0.101
77 H 0.119
78 H 0.123
79 H 0.110
80 H 0.064
81 H 0.099
82 H 0.072

No. 4
2 unconnected molecules or ions with the total composition C5H10O2, computed with the ωB97M-V functional and the def2-TZVPD basis.

Element x y z (Å)
C (0.81574, 1.54015, -1.07758)
C (-0.29306, -1.98759, 0.51421)
C (-1.45616, 0.32475, 0.50953)
C (1.21636, 0.22681, -1.23096)
C (-0.23691, -0.54166, 0.92657)
O (1.01349, 2.35685, -0.00192)
O (0.67544, -0.04236, 1.52762)
H (0.36795, 2.25447, -1.80139)
H (-0.63543, -2.12454, -0.49678)
H (-0.87956, -2.36671, 1.32993)
H (0.70023, -2.28536, 0.40212)
H (-2.24300, 0.05012, 1.10062)
H (-1.86232, 0.10123, -0.42709)
H (-1.37462, 1.35335, 0.72544)
H (1.17026, -0.29544, -2.09348)
H (1.81846, -0.22544, -0.52609)
H (1.20310, 1.66137, 0.61925)

Multiplicity: 3
Relative energy (zero: lowest compared OMol25 entry of this formula, charge and spin) (kJ/mol): 44.3
Energy (Eh): -346.7697
HOMO (spin up / spin down) (hartree): -0.18316 / -0.36469
Lowest unoccupied orbital energy (spin up / spin down) (eV): 0.887 / -1.549
Molecular weight (g/mol): 102.1
Frontier orbital gap (spin up / spin down) (eV): 5.9 / 8.4

The computed Löwdin charges, all in e, follow:
1 C -0.283
2 C -0.009
3 C -0.003
4 C 0.037
5 C -0.496
6 O 0.022
7 O 0.043
8 H 0.116
9 H 0.084
10 H 0.095
11 H 0.063
12 H 0.052
13 H 0.072
14 H 0.074
15 H 0.039
16 H 0.046
17 H 0.048